The following is a DFT calculation (ωB97M-V with the def2-TZVPD basis set) of 2 unconnected molecules or ions with the total composition C5H8NO at a distorted geometry.

Calculated values
**ΔE to the lowest compared entry with this formula, charge and spin**: 96.1 kcal/mol
**Orbital gap**: 9.91 eV
**LUMO energy**: -4.9 eV

The geometry in ORCA input format:
```
! wB97M-V def2-TZVPD RIJCOSX def2/J DEFGRID3
* xyz 1 1
C 1.132 0.238 1.650
C 0.001 0.337 -2.025
C 1.355 -1.487 -1.138
C -0.039 0.439 1.551
C -1.387 0.588 1.057
N 0.522 -0.584 -1.375
O 1.962 -1.472 -0.033
H 1.643 -0.665 0.584
H 1.973 0.212 2.135
H -1.042 0.593 -2.112
H 0.522 1.214 -2.535
H 1.334 -2.438 -1.712
H -2.161 0.975 1.841
H -1.836 -0.423 0.664
H -1.256 1.302 0.125
*
```



The following is a DFT calculation (ωB97M-V with the def2-TZVPD basis set) of a single C2H5N3OS molecule at a distorted geometry.

Calculated values
**ΔE to the lowest compared entry with this formula, charge and spin**: 58.6 kcal/mol
**Orbital gap**: 9.44 eV
**Structure (SMILES)**: NNC(=O)/C=N\S
**LUMO energy**: 0.0 eV

The geometry in ORCA input format:
```
! wB97M-V def2-TZVPD RIJCOSX def2/J DEFGRID3
* xyz 0 1
N 2.197 -1.345 0.201
N 0.973 -0.687 0.360
C 0.888 0.628 0.004
O 1.813 1.194 -0.593
C -0.378 1.331 0.285
N -1.569 0.867 0.361
S -1.919 -0.711 -0.292
H 2.078 -1.891 -0.656
H 2.909 -0.650 -0.008
H 0.456 -0.935 1.195
H -0.252 2.385 0.595
H -3.254 -0.693 0.098
*
```